A cluster of 2 separate species, C3H10S2 in total in a non-equilibrium geometry. Source: OMol25; level of theory: the ωB97M-V functional and the def2-TZVPD basis.

Geometry as XYZ:
```
15
Properties=species:S:1:pos:R:3:forces:R:3
C -0.998993 -2.402916 -0.069005 0.4679 -0.1238 0.3417
S -0.054565 -2.733399 1.467490 0.7767 -1.9401 -1.3433
H -1.834655 -1.730462 0.127115 0.0484 -0.1031 -0.2419
H -0.348368 -2.069468 -0.912982 -0.5867 -0.2452 0.6571
H -1.358795 -3.409429 -0.289798 -0.2113 0.3249 -0.3054
H -0.217842 -1.727929 2.231731 -0.6578 1.9401 0.8622
C -0.073039 2.806694 -0.233600 0.5110 1.4103 -0.5926
S -0.055041 1.312686 0.734452 1.2942 -0.0466 -0.7607
C 1.099431 0.343968 -0.253053 0.6591 -1.0535 -0.2783
H 0.964845 3.320809 -0.299156 -1.3805 -1.4024 -0.1955
H -0.681063 3.605606 0.231718 -0.1429 -0.8287 -0.0815
H -0.508602 2.509648 -1.241068 0.7396 0.5383 1.0062
H 1.556943 0.821141 -1.119223 -0.5007 0.7176 0.1440
H 1.978119 -0.124242 0.261682 -1.0299 0.4832 0.4840
H 0.531627 -0.522708 -0.636304 0.0131 0.3290 0.3039
```
Forces are in eV/Å.

Computed properties:
Spin multiplicity: 2
E_LUMO (spin up / spin down) in eV: -3.59 / -8.58
⟨S²⟩: 0.753
Energy relative to the best compared isomer or geometry (same formula, charge and spin) in eV: 0.913
Net charge: +1

Atomic partial charges in e from the natural (NBO) method, atoms 1 to 5: -0.736, -0.003, 0.229, 0.195, 0.259